{
  "formula": "C27H20N6O2ReSe3",
  "method": "the ωB97M-V functional and the def2-TZVPD basis",
  "multiplicity": 2,
  "total_charge": 2,
  "energy_ha": -8801.88222,
  "lumo_energy_ev": [-7.10, -6.96],
  "s_squared": 0.796,
  "orbital_gap_ev": [5.10, 5.40],
  "de_lowest_kcal_mol": 18.0,
  "max_force_ev_per_a": 0.56,
  "e_homo_ev": [-12.206, -12.364],
  "species": ["Re", "Se", "Se", "C", "C", "C", "C", "C", "N", "C", "C", "C", "C", "C", "N", "H", "H", "H", "H", "H", "H", "H", "H", "C", "O", "C", "C", "C", "C", "C", "C", "N", "N", "C", "C", "C", "C", "O", "C", "N", "C", "C", "C", "C", "H", "H", "H", "H", "H", "H", "H", "H", "H", "H", "H", "H", "Se", "C", "N"],
  "coordinates": [[0.4996, -2.7936, 1.5614], [2.1805, -1.5226, 4.2390], [3.1747, -3.5993, 3.9378], [3.5799, -3.4209, 2.0801], [4.8707, -3.7134, 1.6658], [5.1805, -3.6388, 0.3224], [4.1951, -3.2344, -0.5670], [2.9425, -2.9426, -0.0800], [2.6200, -3.0485, 1.2273], [0.4113, -2.1874, 4.5388], [-0.1046, -2.1560, 5.8203], [-1.3531, -2.7084, 6.0646], [-2.0438, -3.2822, 5.0111], [-1.4887, -3.2563, 3.7500], [-0.2802, -2.7090, 3.5044], [5.6116, -4.0054, 2.3964], [6.1745, -3.8840, -0.0252], [4.3893, -3.1501, -1.6263], [2.1462, -2.6407, -0.7529], [0.4856, -1.7249, 6.6159], [-1.7681, -2.7038, 7.0634], [-3.0105, -3.7434, 5.1515], [-2.0077, -3.6679, 2.8991], [-1.0363, 6.8011, -6.4454], [-1.2378, 5.4040, -6.1592], [-1.4906, 5.0143, -4.9331], [-1.7014, 3.6163, -4.7807], [-1.9816, 3.1029, -3.5562], [-2.0476, 3.9711, -2.4362], [-1.8492, 5.3574, -2.5929], [-1.5669, 5.8813, -3.8263], [-2.3089, 3.5626, -1.1664], [-2.5746, 2.3990, -0.8944], [-2.2984, 1.2416, -0.4459], [-3.3601, 0.2484, -0.3162], [-3.0990, -0.9754, 0.1724], [-1.7676, -1.3250, 0.6091], [-1.4589, -2.4995, 1.0594], [-0.7425, -0.4013, 0.5140], [0.4811, -0.8717, 0.9440], [1.5459, -0.0042, 0.8179], [1.4171, 1.2493, 0.3143], [0.1552, 1.7253, -0.1318], [-0.9229, 0.8979, -0.0324], [-0.8586, 6.8504, -7.5131], [-0.1680, 7.1737, -5.9036], [-1.9295, 7.3694, -6.1894], [-1.6492, 2.9963, -5.6646], [-2.1684, 2.0436, -3.4330], [-1.9257, 5.9940, -1.7213], [-1.4161, 6.9433, -3.9418], [-4.3542, 0.5309, -0.6318], [-3.8804, -1.7197, 0.2536], [2.4963, -0.3770, 1.1708], [2.2890, 1.8850, 0.2610], [0.0695, 2.7229, -0.5422], [0.1429, -5.1027, 0.9377], [1.8569, -5.7912, 0.7563], [2.9352, -6.1806, 0.6491]],
  "atomic_forces_ev_per_a": [[-0.1508, 0.1542, 0.0316], [-0.0050, 0.0658, 0.0001], [0.0423, -0.0740, -0.0200], [0.0726, -0.0192, 0.0039], [-0.0254, -0.0139, 0.0323], [-0.0102, 0.0070, -0.0399], [0.0087, 0.0401, -0.0422], [0.0982, -0.0214, 0.0686], [-0.0531, 0.0033, -0.0550], [-0.0681, 0.0107, 0.0223], [-0.0172, -0.0096, 0.0011], [0.0241, 0.0199, 0.0130], [-0.0224, -0.0108, -0.0270], [-0.0015, -0.0116, 0.0389], [0.0611, 0.0150, -0.0170], [0.0018, 0.0244, 0.0057], [-0.0053, -0.0019, -0.0030], [-0.0066, -0.0151, 0.0031], [-0.0166, 0.0198, 0.0026], [0.0003, -0.0024, 0.0014], [0.0021, 0.0019, -0.0015], [0.0032, -0.0023, 0.0003], [0.0052, -0.0036, -0.0011], [-0.0021, -0.0082, 0.0017], [-0.0098, -0.0114, 0.0219], [0.0156, 0.0219, -0.0589], [-0.0125, -0.0108, 0.0506], [0.0131, -0.0247, -0.0310], [-0.0885, -0.0004, 0.1565], [0.0172, 0.0329, -0.0812], [-0.0089, 0.0126, 0.0555], [0.1605, 0.0383, 0.1521], [-0.1548, -0.0472, -0.5360], [-0.0216, -0.0469, 0.3068], [0.0811, 0.0512, 0.0198], [0.0493, -0.0402, 0.0341], [-0.2195, -0.0686, -0.0423], [0.1093, 0.0199, 0.0282], [0.1974, 0.0945, -0.0008], [-0.0124, 0.0623, -0.0352], [-0.0549, -0.1108, 0.0428], [-0.1042, 0.1017, -0.0580], [0.1646, 0.0328, 0.0203], [-0.0955, -0.1395, -0.0114], [0.0046, 0.0033, -0.0027], [0.0020, 0.0061, -0.0043], [-0.0004, 0.0012, 0.0012], [0.0040, 0.0037, -0.0083], [-0.0007, -0.0009, -0.0108], [-0.0027, -0.0119, 0.0134], [0.0017, 0.0009, -0.0095], [0.0067, 0.0224, -0.0068], [0.0100, -0.0084, 0.0026], [-0.0007, -0.0176, 0.0015], [-0.0045, 0.0074, -0.0031], [0.0196, 0.0004, 0.0006], [0.0584, -0.0984, -0.0599], [-0.0410, -0.0007, 0.0185], [-0.0174, -0.0433, 0.0139]],
  "nbo_charge": [1.094, 0.244, 0.300, 0.056, -0.234, -0.101, -0.207, 0.028, -0.543, 0.036, -0.236, -0.096, -0.228, 0.088, -0.497, 0.257, 0.251, 0.250, 0.218, 0.258, 0.253, 0.256, 0.241, -0.268, -0.426, 0.444, -0.234, -0.166, 0.038, -0.073, -0.332, 0.012, -0.059, 0.195, -0.219, -0.156, 0.303, -0.597, 0.044, -0.498, 0.043, -0.231, -0.146, -0.021, 0.232, 0.199, 0.202, 0.256, 0.235, 0.250, 0.253, 0.252, 0.254, 0.229, 0.251, 0.234, 0.137, 0.010, -0.336]
}

{
  "formula": "C27H21Br2CoN2O6",
  "method": "the ωB97M-V functional and the def2-TZVPD basis",
  "multiplicity": 2,
  "total_charge": -1,
  "energy_ha": -8133.36736,
  "lumo_energy_ev": [2.48, 2.48],
  "s_squared": 1.122,
  "orbital_gap_ev": [7.12, 7.06],
  "de_lowest_kcal_mol": 0.0,
  "max_force_ev_per_a": 0.61,
  "e_homo_ev": [-4.643, -4.587],
  "species": ["Co", "O", "C", "O", "C", "O", "C", "C", "O", "O", "H", "H", "H", "H", "H", "C", "C", "C", "C", "C", "C", "Br", "C", "C", "Br", "C", "O", "C", "N", "H", "H", "H", "H", "H", "H", "N", "C", "C", "C", "C", "C", "C", "C", "C", "C", "C", "C", "C", "C", "H", "H", "H", "H", "H", "H", "H", "H", "H", "H"],
  "coordinates": [[0.0343, 0.1294, -0.4500], [2.3442, 0.6656, 3.4082], [1.5344, 0.9676, 2.3731], [1.7801, 0.6488, 1.2452], [0.3513, 1.8204, 2.7955], [-0.7987, 1.5545, 2.0487], [-1.5119, 0.4121, 2.5305], [-0.8777, -0.9486, 2.2158], [-0.9053, -1.7786, 3.1193], [-0.4181, -1.1253, 1.0411], [3.0654, 0.1400, 3.0240], [0.1826, 1.7074, 3.8708], [0.6346, 2.8586, 2.5936], [-1.6515, 0.4956, 3.6117], [-2.4816, 0.4518, 2.0362], [-3.1175, 1.6622, -0.4910], [-2.2660, 2.0625, -1.6532], [-2.8215, 2.7567, -2.7606], [-2.0275, 3.0814, -3.8160], [-0.6593, 2.7191, -3.8196], [0.2626, 3.0167, -4.8547], [-0.2969, 3.9775, -6.3988], [1.5599, 2.6138, -4.7489], [2.0118, 1.8896, -3.6357], [3.8342, 1.3974, -3.5627], [1.1753, 1.5242, -2.5801], [1.5210, 0.8563, -1.5561], [-0.1963, 2.0062, -2.7024], [-0.9992, 1.7161, -1.6422], [-4.0903, 2.1548, -0.5185], [-2.6099, 1.9161, 0.4350], [-3.2717, 0.5806, -0.5125], [-3.8698, 3.0248, -2.7468], [-2.4316, 3.6147, -4.6672], [2.2659, 2.8442, -5.5355], [-0.6514, -1.0731, -1.7015], [-0.0583, -1.9769, -2.3354], [1.4005, -2.3170, -2.1546], [2.2907, -2.3346, -3.2215], [3.6366, -2.5962, -3.0163], [4.1051, -2.8609, -1.7364], [3.2193, -2.8586, -0.6681], [1.8742, -2.5890, -0.8735], [-0.8233, -2.7991, -3.3483], [-0.3655, -4.0387, -3.7801], [-1.1013, -4.7974, -4.6836], [-2.3047, -4.3158, -5.1741], [-2.7685, -3.0747, -4.7477], [-2.0357, -2.3280, -3.8431], [1.9287, -2.1264, -4.2224], [4.3210, -2.5802, -3.8540], [5.1558, -3.0642, -1.5718], [3.5739, -3.0630, 0.3348], [1.1779, -2.5794, -0.0447], [0.5715, -4.4240, -3.3981], [-0.7301, -5.7639, -4.9997], [-2.8779, -4.8996, -5.8832], [-3.7074, -2.6919, -5.1268], [-2.3827, -1.3641, -3.4916]],
  "atomic_forces_ev_per_a": [[0.4384, -0.4271, 0.0242], [0.0093, -0.0200, -0.2080], [0.0990, 0.1558, 0.2263], [-0.1484, -0.0530, -0.1673], [0.0012, 0.0732, -0.0058], [-0.0079, -0.0635, -0.0713], [-0.0689, 0.2209, -0.0225], [0.1132, -0.1846, -0.0823], [-0.0087, -0.1160, 0.1232], [-0.1810, 0.3528, -0.0126], [-0.0117, 0.0409, 0.0959], [-0.0246, -0.0355, -0.0163], [0.0247, -0.0609, 0.0390], [-0.0023, -0.0225, -0.0251], [-0.0614, -0.0487, 0.0394], [-0.0448, -0.0268, -0.0098], [0.0267, 0.0871, -0.3631], [0.1429, -0.1576, 0.3346], [0.1262, 0.0684, -0.2026], [-0.1915, 0.1190, -0.1391], [-0.1253, -0.0559, 0.1342], [0.0097, 0.0046, -0.0155], [0.2100, -0.0612, 0.0034], [-0.0991, 0.0865, -0.1055], [0.0830, -0.0688, 0.0273], [-0.2511, 0.1746, -0.0143], [-0.0528, -0.0886, -0.0597], [0.0010, -0.1049, 0.2940], [0.0283, -0.0523, 0.0584], [0.0343, -0.0020, -0.0153], [0.0283, 0.0190, 0.0948], [0.0479, -0.0161, 0.0301], [-0.0022, -0.0078, -0.0081], [0.0069, -0.0024, 0.0167], [-0.0106, 0.0102, 0.0000], [-0.3026, 0.3019, 0.0913], [0.2151, -0.1579, -0.2574], [-0.1259, 0.0120, 0.1959], [-0.0219, 0.0426, -0.1156], [-0.0091, 0.0085, 0.0656], [-0.0129, 0.0036, -0.0073], [-0.0174, 0.0023, 0.0115], [0.0129, 0.0247, -0.0533], [0.1667, 0.0094, 0.1179], [0.0104, -0.1377, -0.0226], [-0.0169, 0.0859, 0.0300], [0.0058, 0.0200, 0.0174], [0.0061, -0.0664, -0.0358], [-0.0479, 0.0893, -0.0120], [-0.0023, 0.0165, 0.0102], [0.0336, 0.0020, -0.0364], [0.0260, 0.0009, -0.0063], [0.0197, -0.0147, 0.0065], [-0.0233, 0.0410, 0.0551], [-0.0046, 0.0056, -0.0044], [0.0032, -0.0312, -0.0177], [-0.0206, -0.0093, -0.0127], [-0.0343, 0.0211, -0.0184], [0.0015, -0.0068, 0.0008]],
  "nbo_charge": [1.259, -0.679, 0.773, -0.575, -0.170, -0.525, -0.188, 0.735, -0.685, -0.817, 0.498, 0.192, 0.216, 0.180, 0.201, -0.657, 0.242, -0.255, -0.145, -0.139, -0.123, 0.002, -0.222, -0.209, 0.033, 0.351, -0.745, 0.183, -0.479, 0.203, 0.240, 0.246, 0.208, 0.221, 0.229, -0.635, 0.133, -0.092, -0.149, -0.233, -0.228, -0.213, -0.198, 0.017, -0.224, -0.225, -0.231, -0.224, -0.199, 0.204, 0.202, 0.198, 0.201, 0.250, 0.218, 0.201, 0.199, 0.200, 0.231]
}

{
  "formula": "C27H21BrN4O3Pd",
  "method": "the ωB97M-V functional and the def2-TZVPD basis",
  "total_charge": 2,
  "energy_ha": -4187.52373,
  "lumo_energy_ev": -7.90,
  "orbital_gap_ev": 6.22,
  "de_lowest_kcal_mol": 0.0,
  "max_force_ev_per_a": 0.28,
  "e_homo_ev": -14.122,
  "species": ["Pd", "C", "O", "C", "C", "C", "C", "C", "C", "N", "N", "C", "O", "C", "C", "C", "C", "C", "C", "C", "O", "H", "H", "H", "H", "H", "H", "H", "H", "H", "H", "H", "H", "Br", "C", "C", "C", "C", "C", "C", "N", "C", "C", "C", "C", "C", "C", "N", "H", "H", "H", "H", "H", "H", "H", "H", "H"],
  "coordinates": [[-0.0982, -0.7404, -0.6615], [0.3516, 3.9797, -2.0931], [-0.9744, 3.7438, -1.5843], [-1.0395, 3.4883, -0.2606], [-1.7272, 4.2892, 0.5801], [-1.9320, 3.9772, 1.9787], [-1.3951, 2.8777, 2.5250], [-0.5865, 1.9932, 1.7098], [0.2858, 1.1378, 2.2879], [1.1019, 0.4323, 1.4158], [1.9101, -0.3799, 1.8857], [2.5793, -0.9856, 0.7457], [1.9717, -1.1010, -0.3270], [3.9288, -1.4404, 0.9567], [4.6861, -1.8740, -0.1444], [5.9846, -2.2910, 0.0441], [6.5339, -2.2831, 1.3262], [5.7917, -1.8558, 2.4194], [4.4889, -1.4303, 2.2428], [-0.5797, 2.1887, 0.2173], [-0.2568, 1.3324, -0.6233], [0.2734, 3.9925, -3.1755], [1.0373, 3.1889, -1.7875], [0.7175, 4.9427, -1.7369], [-2.1696, 5.1892, 0.1701], [-2.4949, 4.6773, 2.5805], [-1.4774, 2.6623, 3.5819], [0.3997, 1.0197, 3.3620], [4.2513, -1.8519, -1.1348], [6.5802, -2.6160, -0.7974], [7.5548, -2.6119, 1.4696], [6.2309, -1.8568, 3.4070], [3.8997, -1.1056, 3.0881], [-5.5135, 4.0919, -0.1041], [-4.5137, 2.5283, -0.4021], [-4.3666, 1.6092, 0.6287], [-3.5738, 0.4907, 0.4312], [-2.9538, 0.3060, -0.7965], [-3.1052, 1.2165, -1.8298], [-3.9031, 2.3311, -1.6340], [-2.0685, -0.8133, -0.9605], [-2.5285, -1.9814, -1.1905], [-1.5727, -3.0813, -1.2704], [-1.9140, -4.3788, -1.5747], [-0.9022, -5.3343, -1.6489], [0.4006, -4.9461, -1.4167], [0.6766, -3.6165, -1.1096], [-0.2889, -2.7092, -1.0327], [-4.8613, 1.7694, 1.5763], [-3.4347, -0.2312, 1.2272], [-2.5922, 1.0691, -2.7711], [-4.0291, 3.0551, -2.4263], [-3.5955, -2.1413, -1.3185], [-2.9481, -4.6380, -1.7560], [-1.1382, -6.3617, -1.8898], [1.2148, -5.6544, -1.4703], [1.6833, -3.2691, -0.9291]],
  "atomic_forces_ev_per_a": [[0.0061, 0.0428, 0.0050], [0.0535, 0.0123, 0.0325], [0.0317, -0.0120, -0.0050], [0.0069, -0.0194, -0.0392], [-0.0330, 0.0456, -0.0060], [0.0072, 0.0079, -0.0197], [0.0184, -0.0205, -0.0178], [-0.0187, 0.0133, -0.0207], [0.0116, -0.0507, -0.1076], [0.0297, 0.1440, 0.2351], [-0.0385, -0.0589, -0.1720], [0.1374, -0.0482, 0.1120], [-0.0944, 0.0177, -0.0658], [-0.0081, 0.0131, -0.0284], [-0.0145, 0.0108, -0.0076], [0.0001, -0.0038, 0.0099], [0.0031, 0.0032, -0.0106], [-0.0019, -0.0066, 0.0124], [-0.0161, 0.0165, 0.0081], [-0.0101, -0.0135, 0.1424], [0.0423, -0.1025, -0.0530], [-0.0486, 0.0119, 0.0110], [-0.0198, -0.0255, -0.0091], [-0.0135, 0.0128, -0.0068], [0.0048, -0.0003, 0.0021], [-0.0050, -0.0114, 0.0086], [-0.0088, 0.0213, 0.0027], [-0.0034, 0.0153, 0.0022], [0.0010, -0.0029, -0.0002], [-0.0010, -0.0002, -0.0015], [-0.0004, 0.0000, 0.0014], [-0.0009, -0.0006, 0.0004], [0.0051, -0.0009, 0.0027], [-0.0152, 0.0153, 0.0027], [0.0127, -0.0209, 0.0185], [-0.0016, 0.0364, -0.0446], [0.0183, -0.0841, 0.0189], [0.0143, 0.0883, -0.0001], [0.0226, -0.0215, -0.0362], [-0.0074, -0.0027, 0.0271], [-0.0109, -0.0361, -0.0052], [0.0086, -0.0297, 0.0167], [-0.0020, 0.0153, -0.0091], [-0.0213, 0.0082, -0.0001], [-0.0037, -0.0082, 0.0020], [0.0089, 0.0075, 0.0033], [-0.0002, -0.0159, 0.0028], [-0.0508, 0.0462, -0.0025], [-0.0005, 0.0018, 0.0020], [-0.0056, 0.0101, 0.0045], [-0.0028, 0.0037, -0.0009], [0.0023, 0.0041, -0.0014], [0.0038, -0.0283, -0.0122], [0.0011, -0.0028, -0.0012], [0.0006, -0.0011, 0.0018], [0.0053, 0.0055, 0.0003], [0.0016, -0.0016, -0.0045]],
  "nbo_charge": [1.010, -0.252, -0.513, 0.262, -0.166, -0.162, -0.199, -0.074, 0.036, -0.179, -0.173, 0.667, -0.626, -0.160, -0.143, -0.212, -0.106, -0.218, -0.127, 0.508, -0.593, 0.217, 0.178, 0.195, 0.259, 0.253, 0.244, 0.234, 0.230, 0.242, 0.242, 0.244, 0.241, 0.136, -0.082, -0.214, -0.227, 0.043, -0.150, -0.224, -0.378, 0.193, 0.092, -0.161, -0.111, -0.197, 0.083, -0.404, 0.251, 0.234, 0.237, 0.256, 0.241, 0.258, 0.260, 0.261, 0.245]
}